An isolated molecule of C17H22N2O5S at a distorted geometry. Source: the Open Molecules 2025 dataset; level of theory: ωB97M-V with the def2-TZVPD basis set.

Cartesian coordinates (Å):
O 0.5578 3.3054 -1.2400
C 0.7946 2.1465 -1.0192
N 1.9311 1.5887 -0.5599
C 1.8278 0.1584 -0.3568
C 1.8215 -0.2182 1.1341
C 3.1036 0.1485 1.8822
C 4.1819 -0.9370 1.8690
C 4.3840 -1.6242 0.5162
C 4.2659 -0.6900 -0.6888
C 2.8391 -0.6039 -1.2280
C 0.4322 -0.1173 -0.9123
O -0.1107 -1.1877 -1.0278
N -0.0794 1.0808 -1.3117
C -1.4356 1.2814 -1.7586
C -2.1863 2.2085 -0.8185
S -1.9182 1.7228 0.9077
O -2.9145 2.3608 1.7090
O -0.5543 1.8821 1.2912
O -2.1288 0.1376 0.8758
C -3.3098 -0.4615 0.4711
C -3.1994 -1.6843 -0.1818
C -4.3454 -2.3400 -0.5942
C -5.5923 -1.7810 -0.3655
C -5.6912 -0.5616 0.2823
C -4.5531 0.1069 0.7046
H 2.6175 2.1538 -0.0904
H 1.6183 -1.2857 1.2192
H 0.9837 0.3217 1.5813
H 3.5121 1.0741 1.4748
H 2.8479 0.3561 2.9227
H 3.9306 -1.7024 2.6060
H 5.1223 -0.4803 2.1866
H 3.6564 -2.4290 0.4006
H 5.3726 -2.0880 0.5194
H 4.8880 -1.0806 -1.4973
H 4.6436 0.3021 -0.4422
H 2.8543 -0.1166 -2.2067
H 2.4517 -1.6157 -1.3680
H -1.4200 1.7151 -2.7659
H -1.8992 0.2909 -1.7995
H -3.2583 2.1901 -0.9833
H -1.8020 3.2235 -0.8817
H -2.2160 -2.0915 -0.3569
H -4.2611 -3.2905 -1.0986
H -6.4843 -2.2957 -0.6892
H -6.6604 -0.1234 0.4668
H -4.6181 1.0502 1.2221

The calculation puts the LUMO energy at 0.719 eV. The total energy comes out at -1544.959914 Eh. For the frontier orbital gap, the calculation gives 0.373 hartree. The energy above the lowest of the compared OMol25 structures with the same formula, charge and spin is 0.0 kJ/mol.

***

An isolated molecule of C17H22N2OS at a distorted geometry. Source: the Open Molecules 2025 dataset; level of theory: ωB97M-V with the def2-TZVPD basis set.

Cartesian coordinates (Å):
O 1.9664 -1.3600 1.8355
C 1.4161 -1.4447 0.7703
C 1.1892 -0.2463 -0.1555
C -0.0134 0.6282 0.2666
C -0.4830 1.5881 -0.8917
C -1.4204 2.7108 -0.4091
C -2.7902 2.1912 -0.0253
C -3.7193 3.2897 0.4530
C -4.3005 4.1587 -0.4701
C -5.1858 5.1235 -0.0554
C -5.5015 5.2236 1.2955
C -4.9089 4.4009 2.2691
C -4.0480 3.4174 1.8246
N 0.8423 -2.6504 0.3917
C 1.0327 -3.8801 1.1372
C 0.2628 -5.0839 0.5891
C 1.5749 -5.7431 0.2107
N 1.8169 -5.9736 -1.2227
C 2.4872 -6.6397 -1.9778
S 3.3159 -7.5993 -2.9586
C 2.3222 -4.5689 0.7930
H 2.1120 0.3390 -0.1593
H 1.0165 -0.6425 -1.1596
H 0.2836 1.2188 1.1465
H -0.8241 -0.0338 0.5690
H 0.3844 2.1415 -1.2088
H -0.9693 1.0312 -1.7122
H -0.9077 3.2763 0.3930
H -1.5868 3.4247 -1.2438
H -2.6984 1.4879 0.8026
H -3.2021 1.6743 -0.8900
H -4.0034 4.1638 -1.5218
H -5.6407 5.7786 -0.7904
H -6.2032 5.9724 1.6521
H -5.1696 4.5357 3.3215
H -3.5947 2.7584 2.5510
H 0.3858 -2.7177 -0.5026
H 0.8921 -3.7410 2.2244
H -0.3100 -5.6375 1.3551
H -0.4316 -4.8418 -0.2273
H 1.7100 -6.6659 0.8296
H 2.8938 -4.8400 1.7025
H 2.9258 -3.9452 0.0907

The calculation puts the LUMO energy at 0.495 eV. The total energy comes out at -1243.901291 Eh. For the frontier orbital gap, the calculation gives 0.349 hartree. The energy above the lowest of the compared OMol25 structures with the same formula, charge and spin is 139.9 kJ/mol.

***

A structure of composition C17H22N3O3PtS at a distorted geometry. Source: the Open Molecules 2025 dataset; level of theory: ωB97M-V with the def2-TZVPD basis set.

Cartesian coordinates (Å):
Pt -0.0379 0.9321 0.0058
N 3.1333 -1.8020 0.3999
C 1.9875 -1.1806 0.5498
O 1.4594 -0.5828 -0.4351
C 1.2939 -1.2196 1.8870
C 0.3004 -0.1051 2.0473
H 3.5880 -1.8213 -0.5020
H 3.5552 -2.3232 1.1540
H 2.0390 -1.1926 2.6875
H 0.7934 -2.1883 1.9506
H 0.6746 0.8479 2.4467
H -0.6442 -0.3951 2.4903
N 0.9853 5.7767 0.4863
C 1.6376 4.7151 -0.3615
C 0.8756 3.4141 -0.2229
O 1.3681 2.3837 -0.7763
O -0.1999 3.3780 0.4112
H 0.8249 6.6445 -0.0282
H 1.5443 6.0097 1.3097
H 0.0815 5.4088 0.8140
H 2.6725 4.5844 -0.0564
H 1.6292 5.0311 -1.4030
N -1.9885 0.1971 0.1518
S -2.9241 -0.1959 -1.1790
C -1.5520 -0.3861 -2.2599
C -0.7020 0.7368 -2.4271
C 0.4914 0.5554 -3.1509
C 0.7879 -0.6857 -3.6986
C -0.0823 -1.7529 -3.5370
C -1.2775 -1.6105 -2.8003
C -3.7643 1.2756 -1.7454
C -3.9367 2.3696 -0.9120
C -4.6954 3.4256 -1.4021
C -5.2503 3.3621 -2.6744
C -5.0557 2.2448 -3.4804
C -4.3163 1.1691 -3.0164
H -2.5228 0.1917 1.0259
H -1.1007 1.7389 -2.2983
H 1.1525 1.3962 -3.3077
H 1.6895 -0.8141 -4.2824
H 0.1627 -2.7191 -3.9598
H -1.9370 -2.4573 -2.6534
H -3.5161 2.4129 0.0842
H -4.8712 4.2892 -0.7744
H -5.8521 4.1836 -3.0393
H -5.4972 2.1974 -4.4671
H -4.1911 0.2834 -3.6294

Its net charge is +3. Its expectation value of S² is 6.04. The calculation puts the LUMO energy (spin up / spin down) at -8.785 / -12.484 eV. The total energy comes out at -1567.337227 Eh. The spin multiplicity is 5. For the frontier orbital gap (spin up / spin down), the calculation gives 0.306 / 0.195 hartree. The energy above the lowest of the compared OMol25 structures with the same formula, charge and spin is 47.9 kJ/mol.

***

An isolated molecule of C17H22N4O2S at a distorted geometry. Source: the Open Molecules 2025 dataset; level of theory: ωB97M-V with the def2-TZVPD basis set.

Cartesian coordinates (Å):
C -7.2052 -1.1990 -0.0582
C -6.1469 -2.0856 -0.7148
C -4.7908 -1.7646 -0.2079
N -4.0592 -2.5710 0.4711
N -2.8852 -2.0734 0.8410
C -2.7028 -0.8598 0.4436
N -1.5745 -0.1364 0.7064
C -1.4035 1.1339 0.2511
O -2.2433 1.7213 -0.3949
C -0.0458 1.7221 0.6643
N 1.0346 0.9716 0.0555
C 1.5075 -0.1793 0.5773
O 0.9829 -0.7043 1.5523
C 2.7059 -0.7497 -0.0883
C 2.9751 -0.5762 -1.4433
C 4.1066 -1.1506 -1.9926
C 4.9713 -1.8903 -1.2042
C 4.7100 -2.0865 0.1469
C 5.6441 -2.8818 1.0047
C 3.5687 -1.5149 0.6894
C 0.0567 3.2233 0.3542
C 1.2503 3.8312 1.0879
C 0.1351 3.5146 -1.1445
S -4.0377 -0.1934 -0.4728
H -7.0041 -0.1506 -0.2680
H -8.1917 -1.4482 -0.4404
H -7.2023 -1.3445 1.0194
H -6.3456 -3.1363 -0.4998
H -6.1695 -1.9372 -1.7973
H -0.8233 -0.5906 1.2394
H 0.0361 1.5704 1.7510
H 1.4633 1.3707 -0.7628
H 2.2936 -0.0325 -2.0821
H 4.3138 -1.0253 -3.0452
H 5.8533 -2.3309 -1.6461
H 6.3783 -2.2201 1.4654
H 5.1013 -3.3865 1.7999
H 6.1801 -3.6211 0.4144
H 3.3276 -1.6557 1.7327
H -0.8642 3.6763 0.7341
H 1.1516 3.7004 2.1629
H 2.1790 3.3609 0.7702
H 1.3163 4.8954 0.8773
H 0.0222 4.5828 -1.3111
H -0.6648 3.0034 -1.6720
H 1.0950 3.2184 -1.5657

The calculation puts the LUMO energy at 0.493 eV. The total energy comes out at -1428.740610 Eh. For the frontier orbital gap, the calculation gives 0.340 hartree. The energy above the lowest of the compared OMol25 structures with the same formula, charge and spin is 30.4 kJ/mol.

***

An isolated molecule of C17H22N4O3S at a distorted geometry. Source: the Open Molecules 2025 dataset; level of theory: ωB97M-V with the def2-TZVPD basis set.

Cartesian coordinates (Å):
O -1.8250 1.4211 2.5797
C -1.0924 0.7883 1.8511
N 0.2425 0.6993 2.0279
C 0.9706 1.5025 2.9819
C 1.7144 2.6544 2.2828
C 2.6308 2.1130 1.2217
C 2.1780 1.9484 -0.0827
C 2.9912 1.3854 -1.0517
C 4.2739 0.9802 -0.7228
C 4.7379 1.1444 0.5717
C 3.9198 1.7028 1.5381
C -1.5943 -0.0354 0.6650
C -2.9546 0.4677 0.1798
C -3.4542 -0.4099 -0.9650
C -3.5248 -1.8682 -0.5092
N -2.2747 -2.3272 0.0475
S -1.2131 -3.1185 -0.9338
O -0.2108 -3.7031 -0.1004
O -1.9812 -3.9383 -1.8275
C -0.4185 -1.9291 -1.9939
C 0.6350 -1.0586 -1.8926
N 0.7822 -0.3813 -3.0572
C -0.1454 -0.8303 -3.8599
N -0.9080 -1.7702 -3.2601
C -1.7262 -1.5054 1.0964
H 0.8011 0.2181 1.3401
H 0.2403 1.8984 3.6898
H 1.6840 0.8637 3.5108
H 0.9783 3.3249 1.8365
H 2.2811 3.2077 3.0326
H 1.1792 2.2708 -0.3443
H 2.6173 1.2525 -2.0558
H 4.9105 0.5393 -1.4751
H 5.7398 0.8344 0.8306
H 4.2851 1.8265 2.5479
H -0.8694 0.0356 -0.1525
H -2.8677 1.5053 -0.1468
H -3.6577 0.4412 1.0138
H -4.4443 -0.0845 -1.2862
H -2.7746 -0.3172 -1.8159
H -3.7660 -2.5414 -1.3325
H -4.2932 -1.9726 0.2644
H 1.2994 -0.8966 -1.0683
H -0.2940 -0.4947 -4.8662
H -1.6515 -2.3395 -3.6351
H -0.7603 -1.9380 1.3596
H -2.3903 -1.5660 1.9657

The calculation puts the LUMO energy at 0.536 eV. The total energy comes out at -1503.962712 Eh. For the frontier orbital gap, the calculation gives 0.361 hartree. The energy above the lowest of the compared OMol25 structures with the same formula, charge and spin is 130.9 kJ/mol.

***

Q: Number 4 is which compound?
A: C17H22N4O2S

***

Q: energy above the lowest of the compared OMol25 structures with the same formula, charge and spin of number 3 (C17H22N3O3PtS)?
A: 47.9 kJ/mol